1.
C3H7N3P | ωB97M-V with the def2-TZVPD basis set

```
! wB97M-V def2-TZVPD RIJCOSX def2/J DEFGRID3
* xyz 1 1
C -0.5211 -2.3664 0.0712
P -1.4971 -1.2229 -0.6341
N -0.3101 0.1368 -0.7497
C 0.1608 0.5067 -2.0739
N 0.0572 0.8610 0.2423
C 0.2209 1.0942 1.3688
N 0.4871 1.6026 2.5664
H 0.4999 -2.2018 0.0266
H -0.8015 -3.3469 0.0866
H 1.2389 0.2148 -2.0613
H 0.0311 1.6104 -2.2712
H -0.3906 -0.0833 -2.7376
H 1.1949 1.2503 3.1633
H -0.3705 1.9445 3.0026
*
```

Results
LUMO energy = -4.10 eV
SMILES = C=PN(C)N=C=[NH2+]
Molecular weight = 116.08 g/mol
Gap between HOMO and LUMO = 9.310 eV
Largest force on an atom = 0.06370 Eh/bohr

=====

2.
ClH3N2OS | ωB97M-V with the def2-TZVPD basis set

```
! wB97M-V def2-TZVPD RIJCOSX def2/J DEFGRID3
* xyz 0 1
N 0.1030 0.7783 1.3683
S 0.7556 0.6453 0.0181
N -0.2566 -0.3667 -0.7679
O 1.0954 1.8305 -0.7170
Cl 2.4353 -0.6222 0.0653
H 0.6952 1.3835 1.9932
H -0.2463 -0.3266 -1.7907
H -0.3153 -1.2767 -0.3032
*
```

Results
LUMO energy = 0.17 eV
SMILES = N=[S@@](N)(=O)Cl
Molecular weight = 114.56 g/mol
Gap between HOMO and LUMO = 10.501 eV
Largest force on an atom = 0.02957 Eh/bohr

=====

3.
C16H29B3KO4Si | ωB97M-V with the def2-TZVPD basis set

```
! wB97M-V def2-TZVPD RIJCOSX def2/J DEFGRID3
* xyz 1 1
C 2.6888 -3.6073 0.9351
Si 1.8100 -1.9498 0.5229
C 1.0330 -1.3547 2.1754
C 2.9692 -0.6415 -0.2524
C 2.6075 0.8471 0.1747
C 2.8547 1.9354 -0.9435
C 1.5574 2.5696 -1.5744
C 0.9683 3.7994 -0.7865
C 0.4656 3.4869 0.6742
C -0.6418 2.3665 0.7704
C -2.1129 2.9106 0.9558
B -3.0549 1.6369 1.2747
O -2.6080 0.5106 2.0500
B -2.7581 -0.6097 1.1944
O -4.0251 -0.9465 0.6797
B -4.8562 0.1958 0.9446
O -6.1778 -0.0856 1.3159
O -4.3932 1.5299 0.7991
C 0.3423 -2.2495 -0.6601
C -0.5558 -3.4138 -0.6032
C -1.6743 -3.4852 -1.5579
C -1.9420 -2.4629 -2.5620
C -1.0304 -1.3256 -2.6573
C 0.0768 -1.2569 -1.7068
H 3.0199 -4.2014 0.0338
H 3.5193 -3.4856 1.6854
H 1.9141 -4.2402 1.4658
H 0.4344 -2.1602 2.6797
H 1.8161 -0.9119 2.8416
H 0.2966 -0.5434 1.8986
H 3.0442 -0.7511 -1.3754
H 3.9950 -0.8626 0.1584
H 1.5730 0.8399 0.5985
H 3.2900 1.1088 1.0342
H 3.5312 2.7454 -0.5725
H 3.3984 1.4191 -1.7896
H 0.7214 1.8497 -1.7645
H 1.8602 2.9626 -2.5903
H 0.0659 4.1555 -1.3708
H 1.6926 4.6620 -0.8067
H 1.3799 3.2321 1.2876
H 0.0488 4.4435 1.0931
H -0.5407 1.6426 -0.0863
H -0.4050 1.7627 1.6964
H -2.1516 3.5745 1.8570
H -2.4789 3.4236 0.0241
H -1.8293 -1.2583 0.8545
H -6.1926 -1.0241 1.5817
H -0.4063 -4.2269 0.1416
H -2.3763 -4.3581 -1.5364
H -2.8003 -2.5125 -3.2654
H -1.1320 -0.4867 -3.3829
H 0.7688 -0.3892 -1.7817
K 2.3997 -4.8096 -1.7724
*
```

Results
LUMO energy = -3.73 eV
Molecular weight = 385.02 g/mol
Gap between HOMO and LUMO = 8.436 eV
Largest force on an atom = 0.05485 Eh/bohr

=====

4.
C4H12 | ωB97M-V with the def2-TZVPD basis set

```
! wB97M-V def2-TZVPD RIJCOSX def2/J DEFGRID3
* xyz 0 1
C 2.0234 2.3249 -0.5603
C 0.7132 1.4845 -0.5415
H 2.3227 2.5007 0.4791
H 2.8135 1.9692 -1.3182
H 1.7476 3.4458 -0.9165
H -0.2114 2.0634 -0.5819
H 0.6722 0.9563 0.4202
H 0.7106 0.7430 -1.3343
C -2.1183 -1.6772 0.3280
C -0.6942 -2.1466 0.7336
H -1.8808 -0.8062 -0.2491
H -2.5868 -2.5709 -0.2293
H -2.7684 -1.3886 1.1683
H -0.7736 -2.9004 1.5327
H 0.0192 -1.4301 1.1615
H 0.0110 -2.5679 -0.0921
*
```

Results
LUMO energy = 1.10 eV
SMILES = CC.CC
Molecular weight = 60.14 g/mol
Gap between HOMO and LUMO = 12.439 eV
Largest force on an atom = 0.06499 Eh/bohr

=====

5.
C9H6ClI | ωB97M-V with the def2-TZVPD basis set

```
! wB97M-V def2-TZVPD RIJCOSX def2/J DEFGRID3
* xyz 0 3
C 2.2487 0.8099 0.2344
C 3.1631 0.0297 0.2004
C -1.9658 -1.4598 -0.3043
C -1.9338 -0.8423 0.9053
C -1.1482 -1.0372 -1.3328
C -0.9010 0.1165 1.0999
C -0.2798 0.0682 -1.1868
C -0.0528 0.5363 0.0961
C 0.9431 1.5735 0.4042
Cl 0.8901 2.9341 -0.8203
I 4.9106 -0.8539 0.2060
H -2.7326 -2.2878 -0.5054
H -2.5496 -1.1441 1.7481
H -1.1583 -1.5887 -2.2443
H -0.6596 0.6690 1.9867
H 0.2530 0.5403 -1.9148
H 0.9731 1.9364 1.4275
*
```

Results
LUMO energy (spin up / spin down) = 0.45 / -2.76 eV
Expectation value of S² = 2.05
Molecular weight = 276.50 g/mol
Gap between HOMO and LUMO (spin up / spin down) = 5.705 / 6.311 eV
Largest force on an atom = 0.08465 Eh/bohr

=====

6.
C2H4ClOP | ωB97M-V with the def2-TZVPD basis set

```
! wB97M-V def2-TZVPD RIJCOSX def2/J DEFGRID3
* xyz 0 1
O 2.1257 -1.6662 -0.3153
C 1.1149 -0.9994 -0.4101
P 1.0433 0.6962 0.3688
C -1.0496 0.7714 -0.1141
Cl -1.8013 1.1272 1.4383
H 0.2264 -1.3638 -1.1145
H 0.7537 0.1361 1.5691
H -1.2298 -0.1677 -0.5876
H -1.1832 1.4661 -0.8345
*
```

Results
LUMO energy = 0.37 eV
SMILES = O=CPCCl
Molecular weight = 110.48 g/mol
Gap between HOMO and LUMO = 10.070 eV
Largest force on an atom = 0.09668 Eh/bohr

=====

7.
C6H8N | ωB97M-V with the def2-TZVPD basis set

```
! wB97M-V def2-TZVPD RIJCOSX def2/J DEFGRID3
* xyz 1 1
C -1.6694 -1.1031 -2.0998
C -1.3952 0.1825 -1.5176
C -0.4400 0.3131 -0.5481
C 0.2419 1.2643 0.2369
N 0.1076 -0.3627 0.5307
C 1.2931 0.4187 0.8954
C 1.6011 0.5216 2.3302
H -2.4843 -0.9067 -2.8702
H -1.8217 -1.8231 -1.2641
H -0.7687 -1.6248 -2.5166
H -2.0422 1.0862 -1.7256
H 2.1909 0.4392 0.2559
H 2.2917 1.4346 2.5459
H 2.2032 -0.4197 2.8075
H 0.6920 0.5799 2.9395
*
```

Results
LUMO energy (spin up / spin down) = -6.64 / -7.04 eV
SMILES = C/C=C1C2=[N+]/1[C@@H]2C
Molecular weight = 94.14 g/mol
Gap between HOMO and LUMO (spin up / spin down) = 7.598 / 7.606 eV
Largest force on an atom = 0.07337 Eh/bohr

=====

8.
C2H7N2S | ωB97M-V with the def2-TZVPD basis set

```
! wB97M-V def2-TZVPD RIJCOSX def2/J DEFGRID3
* xyz -1 1
C -2.2413 -0.0582 -0.7854
S -1.2528 0.5184 -2.2108
H -2.3161 -1.1473 -0.7171
H -1.8677 0.2420 0.2085
H -3.2298 0.3996 -0.8541
N 0.9170 0.3473 0.1147
C 1.6939 0.1012 1.2155
N 2.6515 -0.7234 1.3850
H 1.2523 0.2388 -0.8339
H -0.0903 0.2726 0.0503
H 1.5633 0.8922 1.9647
H 2.9199 -1.0833 0.4627
*
```

Results
LUMO energy = 4.15 eV
Molecular weight = 91.16 g/mol
Gap between HOMO and LUMO = 6.732 eV
Largest force on an atom = 0.02702 Eh/bohr

=====

9.
C14H15AlNO3 | ωB97M-V with the def2-TZVPD basis set

```
! wB97M-V def2-TZVPD RIJCOSX def2/J DEFGRID3
* xyz -1 1
C -0.8322 0.6388 -3.4603
C 0.3430 0.8935 -4.2050
C 1.1238 1.8450 -3.5325
C 0.4780 2.1956 -2.2922
C -0.8049 1.4395 -2.2666
Al 0.6445 0.3322 -1.4474
N -0.9663 -3.0669 -1.6881
C -1.5280 -4.1070 -2.2155
C -0.0059 -2.0631 -2.0686
H 1.9944 2.3638 -3.9303
H 0.5447 0.5150 -5.2134
H 0.6417 3.1003 -1.7080
H -1.6641 1.7208 -1.6562
H -1.6999 0.0660 -3.7891
H 0.2684 -2.1370 -3.1193
H -1.3687 -4.3541 -3.2726
H -1.2685 -2.9173 -0.6986
H 0.8420 -2.1153 -1.3429
H -2.1090 -4.7658 -1.5532
O 0.5839 2.7413 2.1759
C 0.5022 1.6936 3.0202
C 0.6749 1.9763 4.3892
C 0.5436 0.9692 5.3286
C 0.2351 -0.3369 4.9249
C 0.0694 -0.6284 3.5699
C 0.2349 0.3586 2.5900
C 0.1269 -0.0032 1.1639
O -0.2489 -1.1103 0.7421
O 0.5334 0.9582 0.3124
H 0.5948 2.3470 1.2627
H 0.8968 3.0113 4.6730
H 0.6778 1.2048 6.3899
H 0.1257 -1.1262 5.6680
H -0.1835 -1.6394 3.2490
*
```

Results
LUMO energy (spin up / spin down) = 3.00 / 3.07 eV
Molecular weight = 272.26 g/mol
Gap between HOMO and LUMO (spin up / spin down) = 3.932 / 4.566 eV
Largest force on an atom = 0.10801 Eh/bohr

=====

10.
C24H40NSi | ωB97M-V with the def2-TZVPD basis set

```
! wB97M-V def2-TZVPD RIJCOSX def2/J DEFGRID3
* xyz 1 1
C 7.2544 0.3547 2.7206
C 5.7902 0.5526 2.4765
C 5.2624 1.8426 2.3438
C 3.9039 2.0439 2.0742
C 3.4343 3.4759 2.0908
C 3.0552 0.9353 1.8255
C 1.5812 1.1236 1.3783
C 0.5519 0.6449 2.4091
C 1.2411 0.7588 -0.0567
C 0.5897 1.9617 -0.7352
C -0.6267 1.6337 -1.2120
N -0.8978 0.2663 -0.9726
Si -2.5671 -0.5789 -1.5542
C -4.0450 0.4915 -2.1817
C -4.6892 0.1184 -3.5333
C -3.8348 2.0038 -2.1252
C -3.1701 -1.5354 -0.0218
C -4.6424 -1.3363 0.3606
C -2.2928 -1.3303 1.2176
C -2.2383 -1.8148 -2.9770
C -2.5077 -3.2891 -2.6482
C -0.8640 -1.6444 -3.6385
C 0.1671 -0.2551 -0.3258
C 3.5464 -0.3430 2.1515
C 2.6654 -1.5530 2.2301
C 4.9017 -0.5173 2.4508
H 7.4859 -0.7154 2.7824
H 7.8302 0.7977 1.8978
H 7.6017 0.8226 3.6528
H 5.9128 2.7037 2.4646
H 4.3109 4.1139 2.2520
H 2.9660 3.8151 1.1558
H 2.7396 3.6572 2.9264
H 1.4602 2.2133 1.4449
H -0.3287 1.3062 2.3917
H 0.2207 -0.3815 2.2227
H 0.9796 0.7086 3.4227
H 2.1200 0.4071 -0.6295
H 1.0104 2.9626 -0.6701
H -1.3706 2.2483 -1.7112
H -4.8014 0.2544 -1.4193
H -5.5947 0.7243 -3.6892
H -4.0190 0.3211 -4.3784
H -5.0017 -0.9316 -3.5785
H -4.7903 2.5089 -2.3317
H -3.4910 2.3356 -1.1391
H -3.1174 2.3365 -2.8862
H -3.0454 -2.5792 -0.3496
H -4.8790 -1.9894 1.2119
H -4.8360 -0.3036 0.6774
H -5.3287 -1.5905 -0.4540
H -2.7320 -1.8693 2.0716
H -1.2774 -1.7202 1.0663
H -2.2334 -0.2677 1.5003
H -2.9849 -1.5167 -3.7294
H -2.4005 -3.8941 -3.5602
H -1.7929 -3.6727 -1.9096
H -3.5242 -3.4499 -2.2709
H -0.7950 -2.3263 -4.5036
H -0.7113 -0.6205 -4.0101
H -0.0518 -1.8991 -2.9424
H 0.2894 -1.3413 -0.1974
H 3.2937 -2.4390 2.3703
H 1.9954 -1.4865 3.0973
H 2.0621 -1.7216 1.3301
H 5.2599 -1.5312 2.6739
*
```

Results
LUMO energy = -4.10 eV
SMILES = Cc1cc(C)c([C@H](C)[C@@H]2C=C[N+]([Si](C(C)C)(C(C)C)C(C)C)=C2)c(C)c1
Molecular weight = 370.68 g/mol
Gap between HOMO and LUMO = 7.011 eV
Largest force on an atom = 0.05194 Eh/bohr